Entry 1:
{"formula": "C18H35AlBeBrCl9F4LiO12S2", "method": "ωB97M-V with the def2-TZVPD basis set", "lumo_energy_ev": -9.2, "e_above_lowest_kcal_mol": 76.8, "orbital_gap_ev": 0.96, "fmax_ev_per_a": 6.72, "homo_ev": -10.2, "total_charge": 1, "elements": ["C", "C", "S", "S", "C", "O", "O", "H", "H", "H", "H", "H", "H", "H", "H", "H", "C", "Cl", "Cl", "Cl", "Cl", "C", "C", "C", "O", "C", "O", "O", "H", "H", "H", "H", "H", "H", "C", "C", "C", "C", "C", "C", "H", "H", "H", "H", "H", "H", "H", "H", "H", "H", "H", "H", "H", "H", "Br", "Li", "F", "Al", "F", "F", "F", "Be", "C", "O", "C", "O", "O", "C", "H", "H", "H", "H", "H", "H", "C", "Cl", "Cl", "Cl", "Cl", "O", "Cl", "O", "O", "O"], "xyz": [[6.12247, -2.99535, 1.25379], [6.00433, -1.68934, 2.17703], [4.61979, -0.54039, 1.65648], [5.11660, 0.18964, -0.27882], [2.98964, -1.42992, 1.41682], [2.95106, -2.79698, 1.87848], [2.92721, -3.67747, 0.77260], [7.18220, -3.25404, 0.92474], [5.45553, -2.81246, 0.32426], [5.59876, -3.85455, 1.82358], [6.97415, -1.06136, 2.19303], [5.82920, -2.05978, 3.26457], [6.21242, -0.51760, -0.78017], [2.21523, -0.85251, 2.05922], [2.67509, -1.38913, 0.30216], [3.29619, -4.54962, 1.09530], [-0.13107, 1.98457, 2.10018], [1.47292, 1.65354, 1.39838], [-1.27611, 0.74180, 1.55324], [-0.02171, 1.94859, 3.87494], [-0.67613, 3.58136, 1.57057], [-4.77521, 6.89369, 1.79544], [-3.31003, 7.24812, 1.64068], [-3.03024, 8.26153, 0.56947], [-1.68075, 7.96848, 0.23010], [-1.50060, 6.64753, 0.48100], [-0.54476, 6.01659, 0.12429], [-2.55405, 6.12850, 1.17785], [-5.30048, 6.93487, 0.83733], [-4.89506, 5.87865, 2.18183], [-5.26930, 7.59113, 2.47543], [-2.89265, 7.54935, 2.60802], [-3.13311, 9.28869, 0.92027], [-3.64082, 8.12470, -0.32864], [-5.12245, -4.66219, -1.77452], [-3.72897, -4.79674, -1.17495], [-3.52323, -3.93795, 0.07337], [-3.64517, -2.42720, -0.14777], [-2.69445, -1.84427, -1.19477], [-1.22708, -2.00760, -0.82894], [-5.32260, -3.64181, -2.11039], [-5.22414, -5.32078, -2.64116], [-5.88809, -4.94359, -1.04673], [-2.97783, -4.55650, -1.93460], [-3.56624, -5.84507, -0.90488], [-2.54018, -4.16673, 0.49893], [-4.25423, -4.23565, 0.83393], [-3.47109, -1.92229, 0.81069], [-4.67354, -2.18128, -0.43186], [-2.90989, -0.77573, -1.30018], [-2.88313, -2.29358, -2.17398], [-1.00804, -1.52716, 0.12895], [-0.59492, -1.54344, -1.59243], [-0.94202, -3.06095, -0.76028], [3.66771, -3.92503, -1.05259], [3.98749, -1.36778, 3.84334], [2.15328, 8.92148, 0.42037], [1.94811, 9.12780, -1.33350], [3.14780, 10.29266, -1.93346], [0.31670, 9.73256, -1.67132], [2.18197, 7.56814, -2.14394], [6.72458, -4.14157, 3.24451], [-1.75318, -9.43541, -0.74753], [-0.39608, -9.00523, -0.63358], [-0.25261, -7.69286, -0.40195], [-1.14513, -6.88929, -0.28848], [1.06481, -7.42545, -0.31771], [1.36308, -6.05686, -0.07216], [-1.74754, -10.50969, -0.93355], [-2.29601, -9.24840, 0.18156], [-2.24471, -8.94163, -1.58855], [0.94159, -5.73645, 0.88483], [0.99433, -5.42919, -0.88657], [2.44606, -5.95638, -0.02321], [-2.56627, -1.39261, -5.35499], [-1.75251, -2.95506, -5.11685], [-1.76711, -0.15269, -4.36430], [-2.47516, -0.93211, -7.06729], [-4.26897, -1.53216, -4.86836], [3.54604, 11.61589, 1.03364], [4.98420, 11.52537, 0.92087], [5.58691, 11.81213, 2.19967], [5.44950, 12.47883, -0.05557], [5.34778, 10.19070, 0.50483]], "forces_ev_per_a": [[-1.4, 1.1, -0.8], [1.0, -1.2, -0.3], [1.4, 0.2, -1.4], [0.2, 0.4, -0.2], [-2.4, -2.1, -0.4], [0.4, 4.9, 4.6], [-0.8, -2.5, 0.2], [-1.5, 0.3, 0.6], [1.2, -0.5, 1.1], [0.7, 1.1, -1.3], [-1.8, -0.6, 0.0], [0.3, 0.5, -1.1], [-0.9, -0.1, 1.0], [1.3, -0.6, -1.1], [0.7, 0.2, 1.6], [-0.5, 1.0, 0.2], [-1.0, 0.6, 0.1], [0.3, 0.0, -0.1], [0.3, 0.2, 0.1], [0.1, -0.1, -0.2], [0.4, -0.7, 0.1], [-0.2, -0.2, -0.1], [-1.1, -0.1, 0.4], [-0.1, 0.7, 0.0], [0.2, -0.8, 0.2], [0.8, 0.1, -0.7], [-0.8, 0.2, 0.5], [0.6, 0.1, -0.3], [0.1, 0.0, 0.0], [0.1, 0.2, 0.1], [0.1, -0.1, 0.0], [0.1, 0.1, -0.1], [0.2, -0.1, -0.1], [-0.1, -0.1, 0.2], [0.0, 0.0, -0.2], [-0.1, -0.1, 0.1], [0.1, 0.0, 0.0], [-0.1, 0.0, -0.1], [-0.1, 0.1, 0.2], [0.2, -0.1, -0.2], [0.0, 0.0, 0.0], [-0.1, 0.1, 0.1], [0.0, 0.1, 0.0], [0.0, 0.0, 0.0], [0.1, 0.1, 0.0], [0.0, 0.0, 0.0], [0.0, 0.0, -0.1], [0.0, 0.0, 0.0], [0.1, 0.0, 0.0], [0.0, -0.1, -0.1], [0.0, 0.0, 0.0], [0.0, -0.1, 0.0], [0.0, 0.0, 0.1], [0.0, 0.0, 0.0], [1.9, -0.4, -5.0], [-0.4, -0.4, 0.7], [0.0, 0.3, -1.6], [-0.6, -0.4, -0.1], [-0.9, -0.9, 0.8], [1.8, -0.6, 0.4], [-0.1, 1.7, 0.9], [0.5, -0.7, 1.5], [-0.5, -0.3, -0.1], [0.3, 0.6, 0.1], [-0.2, -0.4, -0.1], [0.5, -0.2, 0.0], [-0.2, -0.1, 0.0], [-0.2, 0.0, 0.2], [0.3, 0.2, 0.0], [0.0, 0.1, -0.2], [0.0, 0.1, 0.2], [-0.2, 0.0, -0.2], [0.0, 0.0, 0.2], [-0.2, -0.6, -0.2], [-0.1, 0.0, -0.1], [-0.1, 0.2, 0.0], [-0.1, -0.2, -0.1], [0.0, -0.1, 0.3], [0.3, 0.0, -0.1], [0.5, 0.3, -0.1], [0.0, -0.2, 0.1], [-0.4, -0.3, -0.4], [-0.4, -0.5, 0.1], [0.1, 0.6, 0.1]]}

***

Entry 2:
{"formula": "C18H35B3Cl28O4", "method": "ωB97M-V with the def2-TZVPD basis set", "lumo_energy_ev": 0.1, "orbital_gap_ev": 10.45, "fmax_ev_per_a": 1.72, "homo_ev": -10.3, "total_charge": 0, "elements": ["C", "C", "B", "O", "B", "O", "B", "C", "C", "O", "O", "H", "H", "H", "H", "H", "H", "H", "C", "Cl", "Cl", "H", "H", "C", "Cl", "Cl", "H", "H", "C", "Cl", "Cl", "H", "H", "C", "Cl", "Cl", "H", "H", "C", "Cl", "Cl", "H", "H", "C", "Cl", "Cl", "H", "H", "C", "Cl", "Cl", "H", "H", "C", "Cl", "Cl", "H", "H", "C", "Cl", "Cl", "H", "H", "C", "Cl", "Cl", "H", "H", "C", "Cl", "Cl", "H", "H", "C", "Cl", "Cl", "H", "H", "C", "Cl", "Cl", "H", "H", "C", "Cl", "Cl", "H", "H"], "xyz": [[-2.23181, -0.68031, -4.55502], [-2.56410, -0.69293, -3.41000], [-2.56422, -0.97630, -1.89499], [-3.69759, -1.42596, -1.22024], [-3.38553, -2.60293, -0.52783], [-2.10999, -2.87761, -0.07025], [-1.11960, -2.21934, -0.80315], [0.21742, -2.85289, -1.33006], [1.46841, -2.45213, -0.49347], [1.31235, -1.11355, -0.02837], [-1.41143, -0.87623, -1.13572], [-1.92100, -0.67431, -5.56996], [-4.27483, -3.37674, -0.38854], [0.16293, -3.93411, -1.49365], [0.37153, -2.42867, -2.33385], [1.54321, -3.11287, 0.37342], [2.35097, -2.53605, -1.13211], [1.39379, -0.51574, -0.78008], [3.70504, 1.55490, -0.35854], [5.29304, 1.38936, -1.12018], [2.42911, 1.80187, -1.56075], [3.48872, 0.65019, 0.20116], [3.72422, 2.41133, 0.30568], [3.99684, 4.38786, 3.18812], [5.03747, 3.99726, 1.81435], [2.32606, 3.88607, 2.89459], [4.36995, 3.87121, 4.06613], [4.01516, 5.45960, 3.35029], [-6.43842, 0.03449, 0.50703], [-6.98147, -1.52723, 1.12778], [-7.80137, 1.05082, 0.01378], [-5.88628, 0.54781, 1.28630], [-5.80000, -0.13508, -0.35346], [2.72642, 3.71850, -4.59177], [4.31171, 3.54881, -5.35312], [1.45425, 3.97454, -5.79469], [2.50711, 2.81435, -4.03589], [2.74919, 4.57034, -3.92129], [4.57349, -3.78626, 1.88233], [2.85712, -4.21817, 1.84957], [5.11465, -3.15230, 0.32258], [4.72682, -3.02560, 2.64711], [5.15390, -4.67207, 2.12005], [-2.50828, 1.80879, -7.30647], [-3.93663, 0.80617, -7.58193], [-1.01474, 0.87657, -7.47947], [-2.50077, 2.61429, -8.03205], [-2.55202, 2.21155, -6.30008], [1.58315, -7.08924, -1.02019], [2.88105, -5.89302, -0.95827], [0.73163, -7.05023, -2.56983], [2.01012, -8.07604, -0.88098], [0.87364, -6.87441, -0.22803], [5.29899, -3.24651, 5.76356], [5.76282, -2.14440, 4.45503], [3.54659, -3.43149, 5.86782], [5.74139, -4.21837, 5.57440], [5.66750, -2.84607, 6.70134], [8.25923, -0.62233, -0.01181], [9.30944, -1.90787, -0.61861], [7.23610, -1.19109, 1.31279], [8.87653, 0.19345, 0.34737], [7.62155, -0.28100, -0.81945], [2.18089, 1.05813, 5.30423], [2.80681, 2.22822, 6.47742], [2.54277, -0.60375, 5.78208], [1.10579, 1.18026, 5.23085], [2.64178, 1.24787, 4.34129], [0.91641, -1.14579, 9.04932], [0.62177, -2.85784, 9.37912], [-0.41490, -0.13277, 9.62254], [1.82708, -0.84443, 9.55490], [1.02102, -1.01128, 7.97942], [-11.01193, 1.86034, 1.36096], [-12.19365, 2.89019, 0.53852], [-10.90146, 2.24792, 3.08042], [-11.31575, 0.82509, 1.25360], [-10.04090, 2.01124, 0.90561], [-15.93525, 3.00980, 0.10603], [-16.21498, 1.31346, 0.51699], [-17.23840, 4.04273, 0.70662], [-15.00046, 3.33021, 0.55386], [-15.88216, 3.10466, -0.97278], [6.37091, 5.84004, -8.07594], [6.82298, 4.21497, -7.55140], [7.39132, 6.40616, -9.40356], [5.33969, 5.82279, -8.41070], [6.48006, 6.51914, -7.23788]], "forces_ev_per_a": [[0.2, 0.0, -1.1], [0.1, -0.1, 1.7], [-0.6, 1.3, 0.4], [0.6, -1.0, -0.5], [-0.8, 0.2, 0.6], [-0.1, -0.1, -1.2], [0.8, 0.6, 1.0], [0.3, 0.1, -0.3], [-1.1, -0.1, -0.5], [0.4, 0.0, 0.3], [0.0, -1.0, -1.1], [-0.1, 0.0, -0.2], [0.1, 0.0, 0.3], [0.0, 0.0, 0.3], [-0.2, 0.0, 0.1], [0.1, 0.6, -0.4], [0.1, -0.2, 0.3], [-0.1, 0.0, 0.0], [0.1, -0.1, 0.2], [0.0, 0.1, 0.0], [-0.1, -0.1, 0.1], [0.0, -0.1, -0.1], [0.0, 0.0, -0.2], [0.0, 0.0, 0.2], [0.2, 0.1, 0.1], [0.0, 0.0, 0.0], [-0.1, -0.1, -0.1], [0.0, 0.0, -0.1], [0.2, 0.0, 0.0], [0.1, 0.0, 0.0], [0.1, 0.0, -0.1], [-0.1, 0.0, 0.0], [-0.1, -0.1, 0.0], [0.0, -0.1, 0.1], [0.0, 0.0, 0.1], [-0.1, 0.0, 0.0], [0.0, 0.0, -0.2], [0.0, 0.0, -0.1], [0.0, 0.1, 0.1], [0.3, -0.2, 0.8], [-0.4, -0.5, -0.2], [-0.2, -0.3, -0.5], [-0.1, 0.0, -0.1], [-0.1, 0.1, 0.0], [0.0, 0.0, 0.0], [0.1, 0.1, -0.1], [0.0, -0.1, -0.1], [0.0, -0.1, 0.0], [0.0, 0.0, 0.1], [0.0, -0.1, -0.2], [-0.1, 0.0, 0.0], [0.0, 0.0, -0.1], [0.0, 0.1, -0.1], [0.0, -0.1, 0.1], [0.3, 0.3, 0.5], [0.1, -0.5, 0.1], [0.0, 0.0, -0.1], [-0.1, 0.1, -0.1], [0.0, 0.1, 0.0], [0.0, 0.0, 0.0], [0.4, 0.5, 0.2], [0.0, -0.1, 0.0], [0.0, -0.1, 0.0], [-0.1, 0.0, -0.1], [0.0, 0.1, -0.1], [-0.1, 0.3, -0.2], [0.0, 0.0, 0.1], [0.1, 0.0, 0.1], [0.0, 0.0, 0.0], [0.1, 0.0, 0.0], [0.0, 0.1, 0.0], [-0.1, 0.0, 0.1], [-0.1, 0.0, 0.0], [0.0, -0.1, 0.0], [0.0, 0.0, -0.1], [0.0, 0.0, 0.0], [-0.1, 0.1, 0.0], [-0.1, 0.1, 0.1], [0.1, 0.0, 0.0], [0.1, 0.0, 0.0], [0.0, 0.1, 0.0], [-0.1, -0.1, 0.1], [-0.1, 0.0, 0.0], [-0.1, 0.0, 0.1], [0.1, 0.0, 0.0], [0.0, 0.1, 0.0], [0.0, -0.1, -0.1], [0.1, 0.0, 0.0]]}

***

Entry 3:
{"formula": "C18H35CuN3O7", "method": "ωB97M-V with the def2-TZVPD basis set", "lumo_energy_ev": [2.1, 2.1], "multiplicity": 3, "orbital_gap_ev": [3.22, 4.86], "fmax_ev_per_a": 5.54, "s_squared": 2.0319, "homo_ev": [-1.1, -2.8], "total_charge": -1, "elements": ["Cu", "C", "C", "C", "O", "C", "C", "C", "O", "O", "O", "H", "H", "C", "C", "C", "O", "C", "N", "H", "H", "H", "H", "H", "H", "H", "H", "H", "H", "H", "C", "C", "C", "O", "C", "N", "H", "H", "H", "H", "H", "H", "H", "H", "H", "H", "H", "C", "C", "C", "O", "C", "N", "H", "H", "H", "H", "H", "H", "H", "H", "H", "H", "H"], "xyz": [[-23.27832, -16.73663, 1.50734], [-22.04618, -20.51716, 3.07327], [-22.62874, -19.23614, 2.73520], [-23.96952, -18.81686, 3.33215], [-24.43680, -17.71755, 3.08719], [-24.70366, -19.82521, 4.07890], [-24.19319, -21.08931, 4.21832], [-22.78001, -21.50305, 3.71871], [-22.24359, -22.64608, 3.86047], [-24.97469, -21.92800, 4.90424], [-22.05954, -18.36115, 2.02674], [-21.05509, -20.78818, 2.74058], [-25.75655, -19.67186, 4.26410], [-22.42322, -18.73760, -2.50370], [-23.44975, -17.98469, -1.57915], [-24.44149, -19.02878, -0.93408], [-25.27093, -18.29023, 0.02834], [-26.30747, -18.94780, 0.47511], [-22.55884, -17.48388, -0.51867], [-22.99151, -19.49412, -3.04483], [-21.72034, -19.27867, -1.87021], [-21.91401, -17.97906, -3.09820], [-24.01905, -17.17831, -2.04150], [-23.82453, -19.82012, -0.50838], [-25.08692, -19.45829, -1.70026], [-26.79971, -18.62933, 1.39402], [-26.10834, -19.99497, 0.70291], [-27.04986, -18.84962, -0.31692], [-22.07627, -18.32531, -0.23720], [-21.76181, -17.13642, -1.03258], [-25.65278, -14.09744, 2.34861], [-26.08771, -15.19086, 1.33647], [-27.29182, -14.86223, 0.40583], [-27.56770, -16.11984, -0.22779], [-28.62761, -15.90622, -1.14029], [-24.97239, -15.65332, 0.55867], [-26.49067, -13.79357, 2.97606], [-25.25494, -13.19613, 1.88229], [-24.88821, -14.43812, 3.04680], [-26.47820, -15.97432, 1.98595], [-26.92231, -14.12560, -0.30758], [-28.06716, -14.42585, 1.03552], [-28.73425, -16.88553, -1.60687], [-28.33319, -15.23238, -1.94486], [-29.63504, -15.69624, -0.78100], [-25.44527, -16.40412, 0.07619], [-24.96260, -15.11264, -0.29436], [-19.50608, -14.15910, 1.18699], [-20.58044, -15.18077, 1.76510], [-21.01212, -15.04858, 3.18358], [-21.94938, -16.03443, 3.53351], [-22.20902, -16.21451, 4.95057], [-21.76701, -15.08879, 0.93226], [-19.73419, -13.09360, 1.21481], [-19.32613, -14.47780, 0.16027], [-18.60018, -14.28201, 1.78056], [-20.06762, -16.12087, 1.56180], [-21.49614, -14.09228, 3.38188], [-20.03272, -15.12565, 3.65574], [-22.98842, -15.52611, 5.27724], [-21.24712, -16.05516, 5.43786], [-22.60733, -17.21043, 5.14450], [-21.29175, -15.09715, 0.04111], [-22.05461, -14.12914, 1.06062]], "forces_ev_per_a": [[-0.1, 0.2, -0.1], [-1.5, 2.7, -0.8], [-0.6, -1.1, 1.8], [2.4, -3.9, 0.2], [-1.7, 3.5, -0.7], [0.5, 1.2, -1.7], [0.2, -4.0, 1.8], [-0.6, -1.0, 0.8], [-1.3, 0.3, 0.5], [1.5, 1.0, -1.2], [0.9, 0.4, -1.0], [0.1, 0.2, -0.2], [-0.1, 0.1, 0.5], [-2.1, 0.1, 0.1], [0.9, -2.0, 0.9], [0.1, 2.3, 0.0], [5.2, 1.1, -1.7], [-3.7, -2.7, 0.6], [-0.3, 0.1, -0.6], [0.4, 0.1, -0.8], [0.0, 0.1, -0.1], [0.0, -0.4, -0.4], [0.2, 0.0, -0.2], [-0.3, -0.1, 0.6], [-0.2, -0.1, -0.1], [0.6, 0.9, 0.1], [0.1, -0.4, -0.3], [-1.0, -0.7, 0.0], [-0.3, -0.4, 1.4], [0.2, 1.2, -0.2], [-0.5, 0.2, -0.4], [-0.7, 1.5, 1.6], [2.3, -0.5, 1.5], [-1.5, 2.2, 0.4], [0.4, -2.0, -1.2], [-0.7, -0.6, -0.8], [-0.2, 0.1, 0.0], [0.0, 0.1, -0.3], [0.1, -0.5, -0.3], [0.4, -0.6, -0.2], [-0.3, 0.2, -0.5], [-0.7, -0.3, -0.3], [-0.1, -0.1, -0.3], [-0.1, 0.4, 0.1], [0.2, 0.5, 0.7], [0.7, -1.5, 0.2], [0.8, 1.4, -0.1], [-0.2, -0.8, 1.6], [0.3, 1.0, -1.4], [0.4, -0.2, 0.7], [0.2, -0.5, 0.5], [0.5, 0.4, -1.3], [0.6, 0.0, -0.3], [-0.5, 0.0, 0.0], [0.2, 0.1, 0.0], [0.4, 0.0, -0.2], [-0.5, -0.5, 0.5], [0.4, 0.7, -0.1], [-0.1, 0.0, 1.3], [0.2, 0.4, 0.1], [-0.2, 0.0, 0.6], [0.3, -0.1, -0.4], [-1.0, -0.1, -1.0], [-0.6, 0.4, -0.2]]}